This record from OMol25 describes 10 unconnected molecules or ions with the total composition C53H154Br2N24O9P8 in a non-equilibrium geometry. The level of theory is wB97M-V/def2-TZVPD.

Last column: Mulliken charge in e.
Cartesian coordinates (Å):
Br (0.20451, 1.37285, 0.99702)  -0.125
C (-1.49127, 0.46989, 0.53901)  -0.221
C (-1.12915, -0.85084, -0.07537)  -0.594
Br (-2.77662, -1.70920, -0.83790)  -0.127
H (-2.06001, 1.12584, -0.12006)  0.243
H (-2.02841, 0.33962, 1.47847)  0.449
H (-0.68301, -1.57952, 0.60144)  0.600
H (-0.45342, -0.73789, -0.92316)  -0.091
O (-1.30538, 6.49589, 1.57401)  -0.953
P (-1.87248, 6.00625, 2.84969)  0.254
N (-3.19908, 5.00416, 2.67795)  0.596
C (-3.80851, 4.33101, 3.83172)  -1.035
C (-3.95907, 5.01318, 1.41171)  -1.011
N (-2.51577, 7.30312, 3.83644)  0.380
C (-2.83538, 7.26114, 5.23782)  -1.137
C (-2.95369, 8.50017, 3.18291)  -1.240
N (-0.79488, 5.10030, 3.86050)  0.561
C (0.28129, 5.77264, 4.53682)  -1.352
C (-0.50405, 3.66885, 3.52281)  -0.050
H (-3.12779, 4.08492, 4.64670)  0.302
H (-4.40855, 3.45757, 3.57650)  0.395
H (-4.47588, 5.04695, 4.31144)  0.342
H (-4.50677, 5.95511, 1.44134)  0.266
H (-4.59695, 4.13415, 1.31950)  0.282
H (-3.24498, 4.87882, 0.59923)  0.263
H (-2.71805, 8.17465, 5.82076)  0.347
H (-3.88303, 6.99372, 5.37578)  0.336
H (-2.35197, 6.45991, 5.79680)  0.323
H (-2.22356, 9.28797, 3.36832)  0.358
H (-2.87158, 8.30972, 2.11283)  0.312
H (-4.00142, 8.67558, 3.42704)  0.343
H (-0.22584, 6.25471, 5.37261)  0.369
H (1.03794, 5.02532, 4.77580)  0.425
H (0.72788, 6.43577, 3.79595)  0.325
H (-1.40567, 3.23555, 3.08989)  -0.153
H (-0.22669, 3.19612, 4.46498)  0.480
H (0.27600, 3.61305, 2.76353)  -0.385
O (5.05623, 4.73697, 0.37994)  -0.899
P (4.34882, 5.08969, 1.65377)  -0.057
N (4.17700, 3.63166, 2.61954)  0.268
C (4.92236, 2.42271, 2.17267)  -0.579
C (3.05251, 3.32387, 3.58388)  0.398
N (2.81402, 5.68945, 1.44669)  1.163
C (1.87628, 4.78445, 0.79382)  -0.330
C (2.42129, 7.03784, 1.23725)  -1.174
N (5.22099, 6.11596, 2.72071)  0.380
C (4.92014, 6.42692, 4.08919)  -0.950
C (6.51596, 6.77534, 2.34008)  -1.119
H (5.83714, 2.70620, 1.65217)  0.448
H (4.23121, 1.94590, 1.47764)  -0.075
H (5.17216, 1.77276, 3.01127)  0.218
H (3.38504, 2.83681, 4.50054)  0.248
H (2.23090, 2.77700, 3.12128)  -0.002
H (2.74636, 4.28547, 3.99585)  -0.589
H (2.05291, 4.66677, -0.27532)  0.504
H (1.89633, 3.75595, 1.15420)  -1.034
H (0.83390, 5.07684, 0.92051)  0.213
H (2.82010, 7.67036, 2.03033)  0.318
H (2.53631, 7.33004, 0.19347)  0.262
H (1.36988, 7.23639, 1.44519)  0.277
H (5.57499, 5.99149, 4.84395)  0.284
H (4.99622, 7.50382, 4.23952)  0.500
H (3.88118, 6.18612, 4.31424)  0.106
H (6.85281, 7.45168, 3.12570)  0.438
H (6.27985, 7.39574, 1.47552)  0.315
H (7.20968, 5.98659, 2.04900)  0.270
O (5.23568, -1.97828, -2.26432)  -0.939
P (4.53585, -0.79333, -2.82758)  -0.033
N (4.04936, 0.41976, -1.72060)  1.196
C (2.81602, 0.30991, -0.94954)  0.802
C (5.07471, 1.39263, -1.25951)  -1.193
N (3.09651, -1.24314, -3.70631)  1.402
C (3.30706, -2.47399, -4.52271)  -1.388
C (2.14776, -0.33203, -4.28562)  -0.357
N (5.42135, -0.01682, -4.11448)  0.395
C (6.62856, -0.69058, -4.58793)  -1.071
C (5.03221, 1.13562, -4.86037)  -0.786
H (2.85125, 0.96386, -0.07821)  -0.621
H (2.73355, -0.73698, -0.65746)  -0.215
H (1.96176, 0.57535, -1.57234)  -0.409
H (4.59983, 2.35873, -1.08851)  0.422
H (5.74406, 1.60661, -2.09274)  0.445
H (5.64805, 1.14537, -0.36607)  0.111
H (4.04717, -3.19546, -4.17657)  0.343
H (2.40048, -2.91269, -4.93956)  0.077
H (3.76443, -2.09762, -5.43773)  0.492
H (2.46839, 0.00354, -5.27187)  0.244
H (1.10440, -0.62641, -4.39890)  -0.252
H (2.18997, 0.62816, -3.77147)  -0.270
H (7.24917, -0.04765, -5.21209)  0.375
H (7.29295, -0.88434, -3.74582)  0.310
H (6.46927, -1.65283, -5.07456)  0.267
H (4.49120, 1.77155, -4.15965)  0.032
H (4.37993, 0.65794, -5.59142)  0.268
H (5.86014, 1.67363, -5.32209)  0.458
O (-0.61692, -4.26895, 0.25055)  -0.224
P (-0.16908, -5.32583, -0.73735)  -0.294
N (-1.43976, -6.36586, -1.22948)  0.568
C (-2.71566, -6.25746, -0.49494)  -1.047
C (-1.28177, -7.57292, -2.09248)  -1.132
N (1.08403, -6.38602, -0.16265)  0.255
C (2.47033, -5.95276, -0.14266)  -0.700
C (0.80575, -7.31233, 0.90033)  -0.639
N (0.42008, -4.75732, -2.21523)  1.185
C (0.22939, -3.34104, -2.57621)  0.393
C (1.27335, -5.53737, -3.18427)  -1.016
H (-2.65492, -6.51998, 0.56123)  0.080
H (-3.48459, -6.84111, -1.00109)  0.515
H (-3.09679, -5.24741, -0.64545)  0.163
H (-0.19675, -7.67302, -2.12143)  0.406
H (-1.71047, -7.61155, -3.09389)  0.198
H (-1.67266, -8.44712, -1.57184)  0.377
H (3.07011, -6.85651, -0.25040)  0.517
H (2.67625, -5.14682, -0.84705)  0.270
H (2.73551, -5.48244, 0.80421)  -0.276
H (1.09894, -6.90902, 1.86959)  -0.081
H (-0.23033, -7.63613, 0.99931)  0.282
H (1.37209, -8.23700, 0.78925)  0.388
H (0.40947, -3.15686, -3.63533)  -0.875
H (-0.74823, -2.92493, -2.33287)  -0.616
H (0.99088, -2.71538, -2.11060)  0.307
H (1.86356, -6.35077, -2.76219)  0.475
H (1.89360, -4.88622, -3.80021)  0.110
H (0.67288, -6.02729, -3.95077)  0.285
O (-3.47526, -3.93524, -7.58619)  -0.839
P (-3.36583, -2.80582, -6.61948)  0.332
N (-4.54723, -1.57453, -6.93050)  0.251
C (-5.90815, -1.71475, -6.38045)  -0.944
C (-4.48897, -1.00800, -8.32910)  -0.993
N (-1.86807, -1.94352, -6.76195)  0.535
C (-0.54662, -2.63003, -7.04734)  -1.111
C (-1.72256, -0.58526, -6.22465)  -0.593
N (-3.30892, -3.16927, -4.97387)  0.302
C (-3.49551, -2.11167, -4.01005)  -1.061
C (-2.44601, -4.23011, -4.52251)  -0.395
H (-6.29605, -2.67652, -6.71608)  0.357
H (-6.58930, -0.92902, -6.70719)  0.383
H (-5.96594, -1.79681, -5.29508)  0.222
H (-4.62657, -1.83063, -9.03084)  0.311
H (-3.53474, -0.50141, -8.47369)  0.253
H (-5.27865, -0.26057, -8.40567)  0.385
H (0.15648, -1.99023, -7.58066)  0.372
H (-0.05798, -2.86127, -6.10084)  0.278
H (-0.67044, -3.55504, -7.61047)  0.294
H (-2.16629, 0.13558, -6.91137)  0.032
H (-2.34295, -0.44388, -5.33964)  0.058
H (-0.69059, -0.32953, -5.98438)  0.366
H (-2.56322, -1.86697, -3.50107)  -0.064
H (-3.89385, -1.17943, -4.41050)  0.564
H (-4.25540, -2.51083, -3.33824)  0.483
H (-1.45831, -4.21865, -4.98340)  -0.017
H (-2.85610, -5.21264, -4.75614)  0.326
H (-2.19822, -4.10054, -3.46900)  -0.091
O (0.33767, 2.11471, -5.15726)  -0.814
P (-0.19318, 3.31220, -4.47523)  -0.415
N (-1.40738, 2.78699, -3.43376)  0.631
C (-1.24046, 1.54812, -2.77141)  -0.157
C (-2.47154, 3.58726, -2.88458)  -1.001
N (-0.83477, 4.54473, -5.53618)  0.438
C (-1.26264, 5.87557, -5.12523)  -0.959
C (-0.95009, 4.20706, -6.94170)  -1.015
N (0.95681, 4.05712, -3.37441)  0.338
C (0.65615, 5.20286, -2.42505)  -0.508
C (2.26083, 3.51291, -3.28876)  -1.832
H (-0.50851, 1.55120, -1.96374)  0.040
H (-0.90230, 0.75071, -3.43314)  -0.429
H (-2.15692, 1.19453, -2.29901)  0.403
H (-3.03324, 4.03203, -3.70603)  0.346
H (-2.10011, 4.42615, -2.29602)  0.383
H (-3.14499, 3.01884, -2.24312)  0.255
H (-1.94836, 6.34861, -5.82816)  0.362
H (-1.84263, 5.70410, -4.21842)  0.314
H (-0.44312, 6.54617, -4.86680)  0.263
H (-0.68125, 3.19138, -7.23189)  0.186
H (-1.82544, 4.66242, -7.40485)  0.292
H (-0.11376, 4.74075, -7.39317)  0.430
H (1.53211, 5.84886, -2.48390)  0.466
H (-0.20071, 5.78019, -2.77227)  0.253
H (0.45878, 4.84454, -1.41472)  -0.041
H (2.35321, 2.62111, -2.66888)  0.748
H (2.92016, 4.16975, -2.72134)  0.639
H (2.67615, 3.37160, -4.28658)  0.365
O (5.29605, -2.70558, 4.42273)  -0.886
P (3.90008, -2.39434, 4.01520)  0.251
N (3.56788, -2.36091, 2.33959)  0.501
C (2.21970, -2.26430, 1.66787)  -0.855
C (4.64054, -1.90362, 1.52979)  -1.133
N (3.25418, -0.88747, 4.53797)  0.531
C (1.99904, -0.24966, 4.07466)  -0.908
C (4.16402, -0.01286, 5.26681)  -1.337
N (2.76947, -3.58633, 4.53639)  0.652
C (2.66899, -4.88160, 3.81448)  -0.241
C (2.25220, -3.62259, 5.93786)  -0.745
H (2.28685, -2.97387, 0.84318)  0.775
H (2.04363, -1.33576, 1.12480)  -0.644
H (1.40027, -2.64205, 2.27936)  0.528
H (4.51605, -2.14326, 0.47377)  0.267
H (5.56756, -2.27037, 1.97049)  0.357
H (4.52791, -0.82329, 1.62097)  0.238
H (1.69678, 0.49754, 4.80845)  0.683
H (2.11989, 0.18447, 3.08217)  0.148
H (1.22697, -1.01628, 4.00904)  0.088
H (3.70270, 0.94361, 5.51271)  0.445
H (4.30121, -0.51709, 6.22338)  0.360
H (5.05197, 0.17653, 4.66367)  0.286
H (1.71909, -5.39390, 3.96728)  0.211
H (2.75080, -4.83356, 2.72862)  -0.559
H (3.54219, -5.39670, 4.21485)  0.338
H (2.36674, -2.69879, 6.50492)  0.294
H (2.63057, -4.50475, 6.45433)  0.313
H (1.17019, -3.71427, 5.84326)  0.063
O (-1.46064, -3.42978, 5.32570)  -0.794
P (-2.58491, -4.26516, 4.89251)  0.178
N (-3.70957, -3.48205, 3.79899)  0.601
C (-3.48142, -3.44017, 2.32247)  -0.276
C (-4.67091, -2.48771, 4.30947)  -1.158
N (-3.62122, -4.72372, 6.20713)  0.216
C (-4.80312, -5.58801, 6.05068)  -1.029
C (-3.36695, -4.29317, 7.58021)  -1.012
N (-2.13999, -5.80970, 4.14411)  0.210
C (-0.71876, -5.93305, 3.83342)  -1.162
C (-3.10841, -6.60430, 3.38785)  0.229
H (-2.79442, -4.17846, 1.90888)  -0.286
H (-3.07363, -2.44337, 2.15464)  0.108
H (-4.40177, -3.56912, 1.75289)  0.252
H (-5.44964, -2.33783, 3.56167)  0.324
H (-4.11659, -1.57561, 4.53063)  0.234
H (-5.13827, -2.87784, 5.21362)  0.409
H (-4.45664, -6.62115, 6.02419)  0.244
H (-5.49647, -5.40782, 6.87220)  0.391
H (-5.29454, -5.39772, 5.09653)  0.338
H (-2.91294, -3.30411, 7.51910)  0.283
H (-4.30877, -4.24488, 8.12679)  0.357
H (-2.75744, -5.02241, 8.11389)  0.307
H (-0.40713, -6.96053, 3.64567)  0.525
H (-0.47668, -5.25127, 3.01814)  0.457
H (-0.13547, -5.64288, 4.70731)  0.181
H (-3.05868, -7.61117, 3.80235)  0.371
H (-2.78913, -6.65276, 2.34679)  -0.722
H (-4.11327, -6.20318, 3.51998)  0.239
C (-6.60617, 1.04714, 0.52064)  -1.525
C (-5.19500, 0.93056, 0.77433)  0.932
O (-4.40398, 1.17683, -0.12442)  -0.360
C (-4.72913, 0.68380, 2.26171)  0.662
H (-6.88948, 0.43009, -0.33205)  0.344
H (-6.87239, 2.09280, 0.36627)  0.321
H (-7.25540, 0.71751, 1.33178)  0.437
H (-5.49996, 0.67419, 3.03231)  0.535
H (-4.10475, 1.52833, 2.55325)  -0.536
H (-4.14977, -0.23810, 2.31228)  -0.680

Summary:
- orbital gap (hartree) = 0.288
- total charge = 0
- HOMO (eV) = -7.7
- ΔE to the lowest compared entry with this formula, charge and spin (kcal per mole) = 132.5